(1)
Formula: C3H4N4O2
Source: the Open Molecules 2025 dataset
Level of theory: the ωB97M-V functional and the def2-TZVPD basis

Atoms and positions in Å:
O: 0.9081 -1.1269 -1.2424
O: -0.2734 0.8240 -1.3732
C: 0.3376 -0.2963 -1.8797
H: -2.4797 -0.2052 -0.1913
C: -0.8442 -0.1103 0.7628
N: -1.9939 -0.6187 0.6090
N: 1.0659 1.1391 0.5676
C: 0.1785 -0.4302 1.7583
H: 0.2045 -0.2786 -2.9684
N: -0.2456 0.9544 0.0195
N: 1.2691 0.2176 1.5551
H: 1.7901 1.1174 -0.1397
H: 0.0830 -1.1864 2.5223

As for the net charge: 0. Its SMILES is [H]/N=c1/cn[nH]n1OC=O. The HOMO-LUMO gap comes out at 9.38 eV.

(2)
Formula: C3H4N4S
Source: the Open Molecules 2025 dataset
Level of theory: the ωB97M-V functional and the def2-TZVPD basis

Atoms and positions in Å:
H: -2.6895 -1.8013 0.0197
C: -0.8275 -0.8927 -0.0036
N: 0.3898 2.3503 -0.0010
N: -0.5858 1.5231 -0.0068
C: 1.3012 0.4271 -0.0135
S: 2.4317 -0.8879 -0.0045
N: 1.5811 1.7159 0.0054
C: -2.1436 -0.8771 -0.0028
H: -2.6847 0.0722 -0.0221
H: -0.2274 -1.8267 0.0230
N: -0.0392 0.2844 -0.0028
H: 3.4937 -0.0874 0.0089

As for the net charge: 0. Its SMILES is C=Cn1nnnc1S. The HOMO-LUMO gap comes out at 10.16 eV.

(3)
Formula: C3H4N4S
Source: the Open Molecules 2025 dataset
Level of theory: the ωB97M-V functional and the def2-TZVPD basis

Atoms and positions in Å:
N: 0.0226 -0.1653 -0.1304
C: -1.6833 1.0946 -0.5080
N: -1.4942 0.1468 -1.5459
N: 1.2280 -0.4532 0.3006
H: 0.5872 1.2755 2.3436
N: -0.4453 -0.5332 -1.3867
H: -2.3837 2.0463 -0.6036
C: -0.6501 0.8534 0.4010
H: 1.1526 -2.4439 -0.8459
S: -0.5183 1.7616 1.7977
H: 2.5350 -1.9136 0.3035
C: 1.6496 -1.6690 -0.1258

As for the net charge: 0. Its SMILES is C=Nn1nncc1S. The HOMO-LUMO gap comes out at 8.80 eV.

(4)
Formula: C3H4NO
Source: the Open Molecules 2025 dataset
Level of theory: the ωB97M-V functional and the def2-TZVPD basis

Atoms and positions in Å:
C: -0.3582 0.6001 -0.4813
C: 0.3061 -1.9232 -0.0109
O: -0.0472 3.5883 -0.4684
H: 0.1982 -2.4421 -1.0265
H: -0.3044 -2.3075 0.7943
H: -0.2732 2.1756 0.9038
N: -0.7550 2.7807 0.1969
H: 1.2756 -1.9342 0.3121
C: -0.0421 -0.5376 -0.2199

As for the net charge: -1. The HOMO-LUMO gap comes out at 7.69 eV.

(5)
Formula: C3H4NO
Source: the Open Molecules 2025 dataset
Level of theory: the ωB97M-V functional and the def2-TZVPD basis

Atoms and positions in Å:
C: -1.1228 0.3719 0.0140
H: 3.9665 0.7246 0.9215
C: 2.4907 -0.3238 -0.2634
O: 0.0266 0.4753 -0.3031
H: -2.7488 0.1950 1.3428
C: -2.3741 0.3549 0.3394
H: -3.2022 0.4540 -0.3009
N: 3.1692 0.2396 0.4874
H: 2.2490 -0.9443 -1.0899

As for the net charge: +1. The HOMO-LUMO gap comes out at 7.16 eV.

(6)
Formula: C3H4NO
Source: the Open Molecules 2025 dataset
Level of theory: the ωB97M-V functional and the def2-TZVPD basis

Atoms and positions in Å:
C: -0.0925 -0.6176 -0.6603
C: 1.7016 0.7923 -0.1392
C: 0.6200 0.8980 0.6164
H: -0.4744 -1.6057 -0.8713
H: 0.4604 -0.0972 -1.4906
N: -0.3206 -0.0402 0.4671
H: 0.6357 1.6806 1.2965
H: -0.7718 -0.3239 1.3140
O: 2.7001 1.0164 -0.6830

As for the net charge: +1. Its SMILES is C=[NH+]C=C=O. The HOMO-LUMO gap (alpha / beta) comes out at 8.36 / 8.36 eV.

(7)
Formula: C3H4NO
Source: the Open Molecules 2025 dataset
Level of theory: the ωB97M-V functional and the def2-TZVPD basis

Atoms and positions in Å:
H: 0.8613 1.4589 -0.9388
H: 1.2385 -1.0449 -0.0982
H: 0.9925 1.5071 0.8992
H: -0.4941 -2.1800 -0.0464
N: 0.4658 -0.4256 0.0588
C: -1.8579 -0.6057 0.0487
C: -0.6377 -1.1543 -0.0017
O: -0.8927 1.4764 -0.0042
C: 0.3243 0.9682 0.0825

As for the net charge: +1. The HOMO-LUMO gap (alpha / beta) comes out at 8.31 / 8.26 eV.

(8)
Formula: C3H4NO2
Source: the Open Molecules 2025 dataset
Level of theory: the ωB97M-V functional and the def2-TZVPD basis

Atoms and positions in Å:
O: -0.8539 -0.6345 -1.2174
C: 1.3187 0.4912 -1.2353
N: -1.0191 -0.2464 1.5660
H: -2.6583 -0.9339 2.8760
H: 2.1378 -0.2128 -1.0946
H: 1.1323 0.6252 -2.3021
H: 1.5756 1.4428 -0.7775
O: 0.1865 0.1710 0.6220
C: 0.0406 -0.0965 -0.6760
C: -1.8602 -0.6061 2.2389

As for the net charge: +1. Its SMILES is C#[N+]OC(C)=O. The HOMO-LUMO gap comes out at 9.48 eV.

(9)
Formula: C3H4NO2
Source: the Open Molecules 2025 dataset
Level of theory: the ωB97M-V functional and the def2-TZVPD basis

Atoms and positions in Å:
C: 0.8267 0.1100 -0.4617
H: 1.7358 -0.4852 -0.6505
O: 0.1195 0.1248 0.8403
N: -1.5651 -0.8262 -0.5196
H: 0.8187 1.1482 -0.7340
C: -2.6193 -1.4105 -0.1451
O: -3.6149 -1.9310 0.0708
H: 2.2424 2.1250 1.0123
C: -0.4801 -0.3303 -0.1370
H: 2.5363 1.4753 0.7244

As for the net charge: +1. The HOMO-LUMO gap comes out at 11.46 eV.

(10)
Formula: C3H4NO4S
Source: the Open Molecules 2025 dataset
Level of theory: the ωB97M-V functional and the def2-TZVPD basis

Atoms and positions in Å:
C: 0.3466 0.5236 -1.5094
C: 1.5443 -0.1459 -1.3939
H: 2.1666 -0.3870 -2.2311
N: 0.6028 0.4752 1.5463
O: -1.6654 0.2927 0.2347
O: -2.5924 -1.6622 -0.9261
H: 1.5113 0.8447 1.3523
O: -0.3980 2.3546 0.2185
H: 0.2630 1.0545 2.2575
O: -1.2513 -2.2016 0.7825
C: -1.9001 -1.6219 -0.0008
S: -0.3384 0.9147 0.0731
H: 1.7111 -0.4414 -0.4035

As for the net charge: -1. The HOMO-LUMO gap comes out at 8.04 eV.

(11)
Formula: C3H4NO6
Source: the Open Molecules 2025 dataset
Level of theory: the ωB97M-V functional and the def2-TZVPD basis

Atoms and positions in Å:
O: -2.8302 -0.7411 -0.7007
N: -1.9146 0.1179 -0.6014
C: -0.3865 -0.4438 0.7506
H: -1.0338 -2.0512 0.0816
C: 0.8054 -0.6373 -0.0864
C: 1.4568 0.7306 -0.4850
O: -0.3422 0.4927 1.5735
H: 2.4627 0.4388 -0.9105
O: -2.0930 1.3083 -0.7883
O: -1.0378 -1.6936 0.9846
O: 1.7634 1.5355 0.6183
O: 1.2696 -1.6617 -0.6004
H: 0.9929 1.2732 1.2930
H: 0.8875 1.3319 -1.1289

As for the net charge: -1. The HOMO-LUMO gap (alpha / beta) comes out at 8.17 / 8.17 eV.

(12)
Formula: C3H4NOP
Source: the Open Molecules 2025 dataset
Level of theory: the ωB97M-V functional and the def2-TZVPD basis

Atoms and positions in Å:
H: 2.0055 0.1131 0.6679
H: -1.6268 -1.9435 -0.2773
C: 0.4538 -0.5483 -0.3249
N: -2.2701 1.3403 -0.2164
P: -1.0698 -1.1064 0.7168
C: 1.1490 0.6569 0.1668
O: 0.9457 -1.3310 -1.0903
H: 0.6774 1.1180 0.9701
C: -1.7027 0.3613 -0.0293
H: 1.4380 1.3395 -0.5834

As for the net charge: 0. Its SMILES is CC(=O)PC#N. The HOMO-LUMO gap comes out at 9.90 eV.

(13)
Formula: C3H4NOP
Source: the Open Molecules 2025 dataset
Level of theory: the ωB97M-V functional and the def2-TZVPD basis

Atoms and positions in Å:
H: 1.3045 1.3532 0.5375
N: -0.8473 -2.6724 0.1299
H: 1.0139 0.0659 1.5000
C: 1.1227 0.3386 0.4388
H: -0.1689 0.1214 -1.6305
C: -0.4279 -0.2253 -0.5666
O: -1.9051 1.9159 -0.4884
H: 2.0625 -0.1290 -0.0683
C: -0.5855 -1.6557 -0.3114
P: -1.5690 0.8875 0.4591

As for the net charge: 0. As for the spin multiplicity: 3. The HOMO-LUMO gap (alpha / beta) comes out at 7.89 / 8.04 eV.

(14)
Formula: C3H4NOS
Source: the Open Molecules 2025 dataset
Level of theory: the ωB97M-V functional and the def2-TZVPD basis

Atoms and positions in Å:
C: -0.1075 0.6720 -0.2808
S: 2.7269 -0.1775 -3.1098
H: 0.7664 -0.8972 1.0536
O: 3.9163 0.3333 -2.4900
C: 1.6156 -0.2983 -1.8967
C: 0.1418 -0.7216 0.1845
H: -1.0225 0.9062 -0.8107
N: 0.8149 -0.1808 -0.9639
H: -0.5909 -1.4954 -0.0099
H: 0.3175 1.5130 0.2582

As for the net charge: +1. The HOMO-LUMO gap comes out at 8.85 eV.

(15)
Formula: C3H4NOS2
Source: the Open Molecules 2025 dataset
Level of theory: the ωB97M-V functional and the def2-TZVPD basis

Atoms and positions in Å:
S: -3.6043 0.0554 -0.8062
C: 0.8536 -1.0923 -0.0561
H: 2.4808 1.0603 0.1837
O: 1.7612 -1.2496 -0.7705
N: 0.5289 0.3390 0.4118
S: -1.1131 0.7856 0.7207
H: 0.1553 -1.7163 0.3797
H: 1.2590 2.3062 0.3323
H: -1.5644 -1.3263 -0.3638
C: -2.1912 -0.4305 -0.3764
C: 1.4342 1.2686 0.3448

As for the net charge: +1. Its SMILES is C=[N+](C=O)SC=S. The HOMO-LUMO gap comes out at 7.54 eV.

(16)
Formula: C3H4NP
Source: the Open Molecules 2025 dataset
Level of theory: the ωB97M-V functional and the def2-TZVPD basis

Atoms and positions in Å:
C: -0.9776 -0.7319 0.3281
P: 1.3955 0.1733 -0.5206
H: -1.8612 -1.3670 0.2673
N: -0.2858 -0.4257 1.5006
H: 1.6451 0.3173 2.0641
H: -0.6226 -0.6617 -1.8525
C: 0.8788 0.0424 1.2111
H: 1.0912 1.5038 -0.8749
C: -0.2402 -0.4345 -0.8204

As for the net charge: 0. As for the spin multiplicity: 3. The HOMO-LUMO gap (alpha / beta) comes out at 7.38 / 7.10 eV.

(17)
Formula: C3H4NPS
Source: the Open Molecules 2025 dataset
Level of theory: the ωB97M-V functional and the def2-TZVPD basis

Atoms and positions in Å:
H: -2.3790 1.2493 -0.6305
C: 0.1419 1.0914 0.2145
C: 1.3112 0.5258 -0.2001
H: 1.7800 1.2324 -0.8728
H: -1.9188 2.3867 1.1384
C: 0.0403 -2.5586 0.2038
P: -1.2979 1.9342 -0.1311
S: 2.2502 -0.8335 -0.1391
H: 0.8625 -3.0995 0.6229
N: -0.7904 -1.9282 -0.2061

As for the net charge: 0. Its SMILES is [PH2]#CC=S.C#N. The HOMO-LUMO gap comes out at 6.78 eV.

(18)
Formula: C3H4NS
Source: the Open Molecules 2025 dataset
Level of theory: the ωB97M-V functional and the def2-TZVPD basis

Atoms and positions in Å:
N: 0.1995 -1.4671 0.0004
H: 1.8338 -0.1578 -0.0478
C: -0.0075 0.8727 0.0158
S: -1.7570 0.2555 0.0130
H: 0.0891 1.8367 0.5166
C: 0.8270 -0.3107 0.0592
H: -0.0500 1.1004 -1.0639
C: -1.1403 -1.2753 -0.0280
H: -2.0877 -2.4161 -0.3703

As for the net charge: +1. The HOMO-LUMO gap comes out at 9.79 eV.

(19)
Formula: C3H4NaO3
Source: the Open Molecules 2025 dataset
Level of theory: the ωB97M-V functional and the def2-TZVPD basis

Atoms and positions in Å:
H: -1.4279 -0.7566 2.6273
C: 0.4783 -1.1109 -0.6077
C: -1.4911 -0.3969 1.5970
O: -0.0698 -2.0849 -0.0966
H: 0.2625 0.7786 1.8615
O: 0.1922 0.1584 -0.0565
Na: 1.4597 1.2069 -2.1945
C: -0.4412 0.3288 1.1568
H: 2.2800 2.8050 -3.4280
O: 1.0265 -0.9668 -1.7203
H: -2.2691 0.0382 0.8610

As for the net charge: -1. The HOMO-LUMO gap comes out at 5.97 eV.

(20)
Formula: C3H4O
Source: the Open Molecules 2025 dataset
Level of theory: the ωB97M-V functional and the def2-TZVPD basis

Atoms and positions in Å:
H: 1.1844 -0.0283 1.3481
C: 0.1547 -0.2030 0.8715
C: 0.2123 -0.3119 -0.5585
O: -0.5446 1.0227 1.2153
H: 0.2621 -0.2354 -2.8295
C: 0.1430 -0.2893 -1.7756
H: -0.1127 -1.1424 1.2786
H: -1.2991 1.1876 0.4500

As for the net charge: 0. Its SMILES is C#CCO. The HOMO-LUMO gap comes out at 11.05 eV.

The records above yield relative energy (zero: lowest compared OMol25 entry of this formula, charge and spin) values of 3.5140; 1.2678; 3.0396; 2.7243; 1.9478; 1.8322; 6.5860; 4.2928; 3.5473; 2.5441; 0.9990; 0.5922; 0.3135; 2.3854; 2.1046; 1.1034; 4.5204; 2.0837; 1.8949; 1.8046 eV, respectively.